# 1
Here is a 13-piece molecular cluster, C45H58N12O6S overall at a distorted geometry from the Open Molecules 2025 dataset. Energies are from ωB97M-V/def2-TZVPD.

XYZ file:
```
122
Properties=species:S:1:pos:R:3:forces:R:3:lowdin_charge:R:1
S -0.003770 0.289049 -0.196246 -0.1 0.4 -1.5 0.233
O 0.841230 6.021049 1.386754 4.7 1.4 -0.4 0.091
O 0.354230 -0.434951 0.956754 1.9 -1.9 3.5 -0.305
O 0.135230 -0.562951 -1.359246 0.1 -1.6 -1.9 -0.367
O -1.368770 0.704049 -0.043246 -2.9 0.5 -0.4 -0.368
O -1.225770 6.243049 1.726754 0.5 -0.5 0.2 0.039
O 0.806230 1.485049 -0.453246 0.5 0.1 1.0 -0.357
N 2.312230 -2.585951 1.688754 -0.4 1.4 1.9 -0.046
N 3.006230 2.269049 0.679754 -1.0 -1.7 -0.9 -0.020
N 2.531230 -1.622951 -2.296246 4.4 0.8 -1.5 -0.021
N -0.140770 -3.817951 -1.563246 -0.2 -0.9 0.8 -0.030
N -2.865770 2.604049 -1.217246 -0.9 -0.6 -0.3 -0.045
N -2.682770 1.450049 2.185754 2.0 -2.0 -0.8 -0.064
N 2.447230 2.783049 3.476754 -2.1 -1.0 4.1 -0.024
N -0.618770 -1.577951 -3.830246 0.2 -0.6 0.2 -0.039
N 1.262230 3.268049 -2.170246 -1.3 2.6 -1.2 0.002
N -0.834770 -2.782951 2.682754 -9.7 -9.9 8.3 0.023
N -0.212770 5.559049 1.505754 -5.1 0.6 0.5 -0.460
N -3.808770 -1.447951 -0.806246 1.1 -0.1 -0.7 -0.027
C -3.846770 2.400049 3.864754 2.1 0.8 0.9 -0.103
C 1.476230 4.639049 -1.894246 1.4 -2.1 -9.3 -0.061
C -0.417770 -3.372951 3.840754 -2.3 -3.7 0.7 -0.069
C -5.104770 -0.920951 -0.851246 -0.7 -4.1 -1.2 -0.114
C 5.013230 1.988049 1.731754 0.5 1.1 -1.9 -0.119
C -1.943770 -1.984951 -4.252246 2.3 -1.1 -1.7 -0.091
C 1.431230 1.594049 5.334754 2.5 4.1 -3.9 -0.079
C -3.111770 2.233049 -2.477246 -5.1 4.2 -2.5 -0.114
C -1.858770 1.337049 3.294754 -2.4 2.7 2.7 -0.084
C -4.629770 4.023049 -1.743246 1.7 -1.1 -1.1 -0.107
C 1.665230 1.599049 3.753754 1.6 3.2 5.2 -0.050
C 3.031230 -3.424951 0.934754 3.0 -2.1 1.3 -0.133
C 3.942230 1.308049 1.019754 1.8 0.2 2.5 -0.132
C -4.294770 3.166049 -2.941246 2.8 -1.2 2.9 -0.103
C -3.830770 2.129049 2.392754 -2.6 -1.5 3.4 -0.202
C 4.108230 -3.339951 3.159754 -3.2 0.4 -2.4 -0.103
C 4.200230 -4.026951 1.818754 -1.8 2.5 -0.7 -0.114
C 4.440230 -2.404951 -3.435246 -2.9 1.4 2.4 -0.064
C -0.390770 -6.021951 -2.341246 1.4 2.8 2.0 -0.109
C 3.301230 -0.505951 -2.383246 4.0 -2.9 -3.0 -0.053
C 4.579230 -0.956951 -3.134246 -4.9 -2.4 1.6 -0.069
C -2.209770 -3.083951 2.404754 0.2 -3.6 3.4 -0.055
C -5.176770 -3.262951 -1.462246 3.8 5.7 2.0 -0.074
C -0.405770 -2.033951 -6.180246 -2.6 0.4 10.1 -0.030
C 1.995230 2.851049 5.845754 1.0 -0.3 -6.2 -0.079
C 3.078230 -2.749951 -2.801246 5.8 5.2 -3.0 -0.122
C 2.617230 3.608049 4.549754 -3.1 -5.1 4.3 -0.077
C 3.446230 3.516049 0.984754 2.1 2.3 -0.9 -0.247
C -0.180770 -4.614951 -2.652246 -1.1 -2.3 -0.6 -0.184
C 0.964230 3.017049 -3.544246 2.8 4.2 1.6 -0.095
C -2.686770 -4.145951 3.389754 5.4 3.6 -1.4 -0.090
C 0.286230 -1.668951 -4.902246 -0.3 0.2 -2.8 -0.138
C -3.755770 -2.749951 -1.166246 -3.3 -3.2 -1.4 -0.172
C -1.563770 -4.375951 4.286754 1.6 3.5 -2.6 -0.077
C 2.818230 -2.410951 3.006754 3.8 -3.4 -0.6 -0.127
C -3.712770 3.533049 -0.612246 -1.6 -0.1 -7.0 -0.101
C -0.476770 4.178049 1.250754 6.8 -0.7 -6.0 0.040
C -2.483770 2.073049 4.519754 -4.3 -2.4 -14.1 -0.001
C -1.792770 -2.405951 -5.628246 8.3 6.5 7.1 -0.074
C 1.365230 4.217049 -4.293246 -1.7 -1.6 2.4 -0.116
C -6.012770 -2.029951 -1.248246 0.8 0.2 0.4 -0.110
C 1.736230 5.247049 -3.282246 -2.9 -6.2 2.7 -0.070
C -0.222770 -4.565951 -0.394246 -0.7 -3.4 0.1 -0.102
C -0.328770 -6.076951 -0.844246 -0.2 2.7 -0.2 -0.077
C 4.789230 3.460049 1.515754 -0.4 0.1 0.5 -0.127
H -4.710770 3.159049 -3.983246 0.4 0.2 1.4 0.056
H -2.774770 -2.091951 -3.493246 1.2 0.2 -1.3 0.092
H -3.542770 3.800049 0.353754 0.2 0.9 2.4 0.027
H -0.379770 -7.077951 -0.180246 0.1 2.9 -1.5 0.103
H 5.542230 4.495049 1.741754 -2.6 -3.6 -0.5 0.153
H -4.738770 1.697049 1.753754 1.9 1.8 1.4 0.136
H 1.053230 4.259049 -5.392246 1.1 0.4 1.7 0.086
H 2.960230 3.079049 2.668754 -0.1 -0.5 -0.8 0.021
H -0.363770 -4.085951 0.659754 0.5 -1.2 -2.3 0.103
H 5.078230 -4.684951 1.386754 -2.2 1.4 1.1 0.083
H -2.567770 1.453049 -3.032246 -0.3 0.6 0.6 0.103
H -0.257770 -4.069951 -3.583246 0.2 -0.5 -0.3 0.082
H -2.246770 1.868049 -0.901246 0.6 0.5 2.1 0.058
H -2.820770 -2.708951 1.598754 0.6 0.4 -0.2 0.071
H 1.139230 2.613049 -1.385246 -0.5 0.1 -1.2 0.028
H 2.895230 4.479049 0.692754 0.7 -1.9 0.5 0.115
H 5.411230 -0.415951 -3.458246 0.9 1.1 -0.1 0.031
H 3.238230 4.443049 4.612754 0.7 1.2 -0.5 0.055
H 3.850230 0.147049 0.951754 -0.3 2.6 -0.1 0.136
H -1.165770 3.829049 1.774754 -7.1 -2.2 4.1 -0.011
H -1.577770 -5.098951 5.112754 0.4 0.6 -0.4 0.056
H -2.855770 -0.997951 -0.724246 -1.9 0.3 0.2 0.142
H -0.509770 -2.205951 2.164754 6.1 9.5 -7.6 -0.051
H 4.747230 -3.604951 4.151754 -1.8 1.0 -2.7 0.101
H 0.910230 0.986049 6.039754 -0.4 -0.9 -0.4 0.045
H 1.995230 1.948049 0.245754 2.2 0.7 1.0 0.101
H -2.809770 -3.401951 -1.362246 -1.7 1.7 0.8 0.122
H 0.664230 -3.383951 4.116754 -1.3 0.1 -0.2 0.078
H -0.158770 -2.790951 -1.725246 0.0 -1.3 1.1 0.100
H -0.881770 0.918049 3.228754 0.4 -0.3 -0.2 0.052
H 2.936230 0.374049 -1.923246 0.1 0.9 0.0 0.074
H -2.307770 -2.812951 -6.256246 -7.0 -4.4 -6.3 -0.043
H 2.031230 6.183049 -3.496246 0.8 3.2 -0.5 0.003
H -7.216770 -1.930951 -1.353246 3.4 -0.2 0.3 0.111
H -5.272770 0.115049 -0.691246 -0.2 0.5 0.1 0.074
H 1.737230 0.834049 3.041754 -0.4 -1.0 -0.7 0.037
H -5.256770 -4.311951 -1.540246 -0.9 -0.7 -0.4 0.038
H 2.421230 -1.799951 3.818754 -0.2 0.0 -0.8 0.072
H 5.238230 -3.069951 -3.939246 -1.8 1.1 1.1 0.087
H -2.481770 0.897049 1.227754 0.1 1.8 2.9 0.147
H -2.248770 2.083049 5.442754 1.9 0.2 6.2 -0.028
H 1.480230 5.042049 -0.974246 0.4 1.2 3.0 0.013
H 2.660230 -3.575951 -0.134246 1.1 -0.1 1.8 0.096
H 2.614230 -3.533951 -2.480246 -2.3 -5.3 0.9 0.013
H 1.428230 -1.429951 -4.868246 -2.5 -0.3 0.6 0.119
H 1.678230 -1.506951 -1.894246 -3.0 0.0 1.6 0.031
H -4.584770 2.955049 4.562754 0.8 -1.0 -1.9 0.077
H 0.327230 3.467049 1.602754 0.1 1.3 -0.8 0.115
H -0.394770 -6.816951 -3.127246 -0.1 0.8 1.2 0.079
H 1.464230 -2.045951 1.273754 2.0 -0.7 1.1 0.127
H -3.546770 -4.743951 3.339754 -1.2 -0.2 -0.1 0.046
H 2.076230 3.173049 6.870754 -0.2 0.2 -0.1 0.037
H -0.308770 -1.388951 -2.755246 -1.1 0.4 -3.4 0.108
H 0.000230 -2.261951 -7.070246 1.3 -0.6 -2.8 0.013
H 5.998230 1.565049 2.168754 -2.1 0.5 -1.0 0.095
H -0.609770 4.072049 0.080754 0.1 0.1 2.5 0.158
H 0.573230 2.076049 -3.814246 -0.1 -0.8 -0.4 0.073
H -5.335770 5.018049 -1.937246 2.0 -3.0 1.3 0.113
```
Positions in Å, forces in eV/Å.

energy relative to the best compared isomer or geometry (same formula, charge and spin): 63.4 kcal per mole
orbital gap: 0.2844 Ha
multiplicity: 1
charge: -2

# 2
Here is a 3-piece molecular cluster, C23H36F5N2O7P2S overall at a distorted geometry from the Open Molecules 2025 dataset. Energies are from ωB97M-V/def2-TZVPD.

XYZ file:
```
76
Properties=species:S:1:pos:R:3:forces:R:3:lowdin_charge:R:1
S -4.241456 4.203481 3.964988 1.0 -0.9 -0.7 0.318
P -2.922055 2.749231 4.112766 -1.0 1.8 3.7 0.369
P -1.166861 4.059594 1.365245 6.6 3.9 -1.7 0.647
F -7.159177 -0.841896 -3.118832 -0.4 -2.4 2.7 0.051
F -0.782249 -1.485278 -1.131395 -2.1 2.0 -0.8 0.001
F -7.760532 -1.229950 -0.914470 0.9 -1.6 -3.1 0.056
F -8.143370 -2.848392 -2.581942 2.1 2.7 1.6 0.071
F -2.105935 -0.089783 -2.573086 0.9 -0.8 2.7 0.045
O -1.489815 3.241656 4.924778 -2.6 -1.3 -1.9 -0.218
O -1.843143 4.860948 -0.015123 -0.4 -2.8 3.2 -0.141
O 0.370399 3.913814 1.243143 -5.2 0.0 0.3 -0.266
O -3.649008 1.648561 5.235380 1.8 0.7 -2.8 -0.245
O 3.756587 2.771528 1.076943 -0.2 -0.3 -0.2 -0.080
O 3.470524 -4.461534 -0.796860 -0.2 0.3 0.2 -0.072
O -1.453356 5.079630 2.643896 -1.2 -1.6 -2.6 -0.181
N 2.808441 -1.290173 0.533699 -0.4 -0.2 -0.7 -0.028
N -1.827337 2.436830 1.345230 -2.2 -3.7 0.0 -0.065
C 5.949097 3.717261 0.779409 0.2 -0.2 -0.2 -0.064
C -2.589670 1.871671 2.477409 -0.5 -4.2 -1.3 -0.191
C -5.457630 -3.962970 -1.684966 2.5 2.4 0.0 0.029
C -3.149357 -1.918382 -1.412632 -2.3 -1.5 -0.1 -0.103
C 4.985187 3.048874 1.747030 0.0 0.7 -0.1 -0.493
C -4.597841 -1.437532 -1.667874 0.1 -3.1 0.2 0.052
C -2.776892 -3.437400 -1.294027 -4.5 1.5 -0.8 0.031
C 3.514562 -4.459839 -2.223243 0.5 -0.6 0.0 -0.507
C -0.725367 2.150683 -1.120103 0.1 0.3 -0.5 -0.130
C 1.281825 0.617991 -0.126748 1.4 -0.3 -1.6 -0.176
C 2.332407 -0.516225 -0.655215 -1.3 -0.4 -0.1 -0.276
C -2.180072 0.181921 -0.031246 -1.2 1.4 3.5 0.047
C -5.790354 -2.445685 -1.819835 3.9 -1.2 0.7 -0.041
C 4.926175 -4.133797 -2.685038 0.1 0.3 -0.1 -0.062
C -7.244130 -1.854442 -2.098433 -0.1 0.2 -0.6 -0.360
C 3.060648 -5.814201 -2.744628 -0.3 0.0 -0.1 -0.064
C -2.024713 -0.750139 -1.314303 -0.6 -2.4 -0.2 -0.321
C 0.577961 1.208853 -1.442615 0.1 0.0 -0.1 -0.168
C -2.991320 -0.448972 1.151934 1.6 4.3 0.2 0.105
C -3.977906 -4.447794 -1.446274 -0.1 3.5 0.0 -0.015
C -3.210672 0.427195 2.414407 2.3 1.7 -2.7 0.034
C 4.713689 3.930879 2.955369 -0.1 -0.1 0.3 -0.063
C -1.582179 1.643659 0.120854 -1.0 -2.3 0.1 -0.015
H -1.698931 -3.762903 -1.122867 -1.8 0.5 -0.3 0.108
H -3.812315 -0.017944 3.291941 1.3 1.0 -1.6 0.118
H 5.243692 -3.163242 -2.293693 -0.1 0.0 -0.1 0.077
H -2.204505 5.688242 2.401838 0.6 -0.7 0.5 0.091
H 3.381947 3.613080 0.781711 0.1 -0.1 0.1 0.082
H 3.589173 -1.915884 0.282487 -0.6 0.4 0.0 0.056
H 6.907977 3.927870 1.259727 -0.1 0.0 -0.1 0.082
H 5.640241 -4.874679 -2.311366 -0.1 -0.1 -0.1 0.085
H 5.399302 2.091855 2.076053 -0.2 0.0 -0.1 0.141
H 2.826095 -3.683173 -2.568950 0.0 0.0 0.2 0.131
H -3.724481 -5.566033 -1.361969 -0.7 2.0 -0.2 0.104
H 6.126081 3.077417 -0.089526 0.0 0.0 0.1 0.079
H 2.049275 -6.040742 -2.395707 0.1 0.1 -0.1 0.077
H 3.710039 -6.613364 -2.373029 0.1 0.1 -0.1 0.084
H 0.337412 0.410125 -2.245821 0.2 1.2 1.6 0.109
H 5.533890 4.657204 0.401185 0.0 0.0 0.2 0.081
H 1.890613 1.474475 0.348584 -1.2 -1.5 -0.3 0.104
H -4.488873 1.301549 4.848803 0.6 0.6 0.4 0.068
H 3.167388 -0.082807 -1.301348 -1.0 -0.4 1.2 0.126
H 1.732877 -1.256802 -1.322529 0.9 1.4 0.6 0.097
H 1.361166 1.897901 -1.948490 -1.5 -1.0 0.9 0.136
H -0.290841 3.198034 -1.049759 -1.0 -1.4 0.6 0.098
H 3.067405 -5.839175 -3.837284 0.0 0.0 0.1 0.083
H -1.456646 2.191479 -2.021087 1.1 -0.3 1.5 0.141
H 4.010722 3.443251 3.636335 0.1 0.0 -0.1 0.079
H -3.430289 -1.497026 1.172078 0.8 1.5 -0.4 0.133
H 2.017791 -1.925502 0.770519 1.0 0.5 -0.1 0.069
H -2.683448 4.364326 -0.194661 0.6 0.9 -0.2 0.092
H 4.988724 -4.108418 -3.775900 0.0 0.0 0.1 0.083
H 4.255642 4.878190 2.652463 0.1 0.0 -0.1 0.081
H -6.284712 -4.737406 -1.798100 1.3 1.2 0.2 0.111
H -1.529063 4.225782 5.037338 -0.2 -1.0 -0.3 0.080
H 4.076425 -5.145503 -0.480442 -0.1 0.1 -0.1 0.092
H -4.838125 -0.316618 -1.758065 0.5 -1.9 0.1 0.128
H 5.635614 4.147962 3.500850 -0.1 0.0 0.0 0.082
H 0.587634 0.068602 0.595091 0.8 1.0 -0.9 0.102
```
Positions in Å, forces in eV/Å.

orbital gap: 0.1906 Ha
multiplicity: 1
charge: +1

# 3
Here is a 5-piece molecular cluster, CH10O6 overall at a distorted geometry from the Open Molecules 2025 dataset. Energies are from ωB97M-V/def2-TZVPD.

XYZ file:
```
17
Properties=species:S:1:pos:R:3:forces:R:3:lowdin_charge:R:1
O 1.146845 -0.993044 1.905920 0.2 -0.9 0.4 -0.106
O -1.046599 0.619659 1.798247 0.1 -2.2 1.4 -0.004
O -1.769422 -0.517749 -0.991946 1.0 0.6 1.3 -0.086
O -0.483848 2.397459 -0.695322 0.4 0.6 -1.1 -0.084
O 0.945512 -0.095935 -2.519546 0.6 -1.4 0.6 0.089
O 0.777836 -1.569144 -0.810921 -0.4 0.2 -0.4 0.020
C 1.453184 -0.879132 -1.752572 -0.9 1.5 -0.1 -0.340
H -0.900422 -0.952905 -1.118845 -0.7 0.0 -0.3 -0.005
H -0.627887 1.536828 -1.125850 -0.1 0.2 -0.1 0.004
H -0.220830 3.004631 -1.440885 -0.4 -1.0 1.2 0.073
H -1.593590 -0.151234 -0.086101 -0.7 -0.5 -0.9 0.014
H 2.496885 -1.060444 -1.605869 1.2 0.1 -0.6 0.133
H 1.008339 -1.832231 2.451252 -0.3 2.3 -1.0 0.099
H 1.183533 -1.342686 0.050751 -0.1 -0.5 0.7 0.075
H -1.685446 0.647502 2.512497 -0.1 -0.4 0.3 0.083
H -1.188496 1.426206 1.392459 0.0 3.0 -1.8 0.006
H 0.504407 -0.237782 2.036731 0.3 -1.6 0.3 0.031
```
Positions in Å, forces in eV/Å.

energy relative to the best compared isomer or geometry (same formula, charge and spin): 25.4 kcal per mole
orbital gap: 0.4010 Ha
SMILES: O=CO.O.O.O.O
multiplicity: 1

orbital gap of number 3 (CH10O6)? 0.4010 Ha